No. 1
A single C4H9NO molecule. Source: the Open Molecules 2025 dataset; level of theory: ωB97M-V/def2-TZVPD.

Each line ends with the natural charge from an NBO analysis.
CARTESIAN COORDINATES (ANGSTROEM)
C (-0.9539, -0.0341, 1.0384)  -0.62
C (-0.1085, -0.4490, -0.1756)  -0.05
C (-0.8868, -0.4904, -1.4875)  -0.61
N (1.0039, 0.5028, -0.2843)  -0.63
C (1.9161, 0.5668, 0.7338)  0.53
O (2.2859, -0.3862, 1.3817)  -0.60
H (-1.4730, 0.9078, 0.8223)  0.20
H (-0.2691, 0.1603, 1.8702)  0.22
H (-1.6647, -0.7989, 1.3661)  0.22
H (0.3410, -1.4278, 0.0133)  0.22
H (-0.2356, -0.7624, -2.3246)  0.22
H (-1.3407, 0.4843, -1.7105)  0.20
H (-1.6980, -1.2238, -1.4381)  0.22
H (0.8164, 1.3620, -0.7728)  0.38
H (2.2669, 1.5885, 0.9675)  0.11

E_LUMO	0.943	eV
SMILES	CC(C)NC=O
electronic energy	-287.81135	Ha
relative energy (zero: lowest compared OMol25 entry of this formula, charge and spin)	55.39	kJ/mol
multiplicity	1
charge	0

=====

No. 2
A 2-piece molecular cluster, CHBrClNO2 overall at a distorted geometry. Source: the Open Molecules 2025 dataset; level of theory: ωB97M-V/def2-TZVPD.

Each line ends with the natural charge from an NBO analysis.
CARTESIAN COORDINATES (ANGSTROEM)
C (-0.5747, -0.2585, 0.3705)  -0.01
N (-1.5247, -0.3616, -0.7234)  0.42
O (-1.0476, -0.2227, -1.8578)  -0.30
O (-2.6663, -0.5234, -0.3416)  -0.32
Cl (0.3925, -3.0468, -0.4682)  -0.44
Br (-1.2196, -0.3933, 2.0864)  0.37
H (0.3983, -0.5921, 0.0490)  0.28

E_LUMO (alpha / beta)	-4.569 / -4.570	eV
electronic energy	-3277.89341	Ha
relative energy (zero: lowest compared OMol25 entry of this formula, charge and spin)	345.02	kJ/mol
multiplicity	1
charge	0

=====

No. 3
C25H31As2CrN6O6S2 as an isolated structure at a distorted geometry. Source: the Open Molecules 2025 dataset; level of theory: ωB97M-V/def2-TZVPD.

Each line ends with the Löwdin spin population.
CARTESIAN COORDINATES (ANGSTROEM)
Cr (-0.0700, 0.0104, 0.2663)  2.99
O (-0.8249, 1.2313, -2.6473)  0.00
S (0.4996, 1.0631, -2.0468)  0.01
O (1.5829, 1.4707, -2.8790)  0.00
O (0.6466, -0.4066, -1.5544)  0.02
O (0.4829, 1.7108, -0.6498)  0.00
N (7.0998, -1.8385, 4.9171)  0.00
C (5.9246, -1.6869, 4.2004)  0.00
C (5.7428, -2.3544, 2.9869)  0.00
C (4.5527, -2.2462, 2.2954)  0.00
C (3.5217, -1.4621, 2.8052)  0.00
C (3.6911, -0.7966, 4.0150)  0.00
C (4.8828, -0.9056, 4.7057)  0.00
S (1.9883, -1.3278, 1.9571)  0.00
O (0.9942, -0.9653, 2.9662)  0.02
O (1.7722, -2.5682, 1.2544)  0.00
N (2.0186, -0.0073, 1.0165)  0.00
C (3.0657, 0.1074, 0.0571)  0.00
N (3.6990, -0.9691, -0.3915)  0.00
C (4.6382, -0.7581, -1.3077)  0.00
C (4.9471, 0.5016, -1.7823)  0.00
C (4.2724, 1.5510, -1.1850)  0.00
N (3.3521, 1.3691, -0.2485)  0.00
H (7.9100, -2.1524, 4.4124)  0.00
H (7.2915, -1.1641, 5.6366)  0.00
H (6.5447, -2.9670, 2.5908)  0.00
H (4.4039, -2.7672, 1.3605)  0.00
H (2.8798, -0.2019, 4.4120)  0.00
H (5.0116, -0.3890, 5.6500)  0.00
H (5.1572, -1.6385, -1.6724)  0.00
H (5.6814, 0.6592, -2.5583)  0.00
H (4.4796, 2.5798, -1.4586)  0.00
C (-3.6372, 0.1858, 0.8942)  0.00
As (-2.3357, 0.6688, -0.4868)  -0.03
C (-3.5114, 0.3665, -1.9670)  -0.01
C (-2.3564, 2.5607, -0.0472)  0.00
C (-3.0204, 3.5019, -0.8161)  0.00
C (-3.0714, 4.8262, -0.3990)  0.00
C (-2.4707, 5.2014, 0.7922)  0.00
C (-1.7840, 4.2605, 1.5504)  0.00
C (-1.7044, 2.9406, 1.1305)  0.00
As (-0.5294, 1.6497, 2.0264)  -0.01
C (1.0619, 2.6917, 2.3540)  0.00
C (-1.2526, 1.5401, 3.8013)  0.00
H (-4.5466, 0.7568, 0.7121)  0.00
H (-3.2635, 0.4344, 1.8846)  0.00
H (-3.8587, -0.8811, 0.8636)  0.00
H (-4.4274, 0.9216, -1.7764)  0.00
H (-3.7268, -0.7003, -1.9963)  0.00
H (-3.0341, 0.6734, -2.8907)  0.00
H (-3.4887, 3.2108, -1.7480)  0.00
H (-3.5769, 5.5644, -1.0084)  0.00
H (-2.5143, 6.2313, 1.1224)  0.00
H (-1.2972, 4.5736, 2.4667)  0.00
H (0.7786, 3.6836, 2.6995)  0.00
H (1.6443, 2.7413, 1.4355)  0.00
H (1.6412, 2.1688, 3.1128)  0.00
H (-1.1929, 2.5382, 4.2303)  0.00
H (-0.6346, 0.8489, 4.3733)  0.00
H (-2.2841, 1.1956, 3.8017)  0.00
N (-0.6562, -2.8005, -1.2269)  0.00
C (-1.0280, -2.9141, 0.0731)  0.01
C (-1.4689, -4.1554, 0.5749)  0.00
C (-1.9312, -4.2399, 1.8558)  0.01
C (-1.9647, -3.0882, 2.6531)  0.00
C (-1.4980, -1.9286, 2.1091)  0.01
N (-1.0311, -1.8148, 0.8439)  0.00
H (-0.4031, -3.6597, -1.6847)  0.00
H (-0.1213, -1.9862, -1.5253)  0.00
H (-1.4258, -5.0218, -0.0716)  0.00
H (-2.2640, -5.1921, 2.2498)  0.00
H (-2.3162, -3.1033, 3.6738)  0.00
H (-1.4635, -1.0282, 2.7022)  0.00

E_LUMO (alpha / beta)	-0.081 / 0.325	eV
electronic energy	-8063.72884	Ha
relative energy (zero: lowest compared OMol25 entry of this formula, charge and spin)	56.54	kJ/mol
multiplicity	4
charge	0

=====

No. 4
A single C4H6OS2 molecule at a distorted geometry. Source: the Open Molecules 2025 dataset; level of theory: ωB97M-V/def2-TZVPD.

Each line ends with the natural charge from an NBO analysis.
CARTESIAN COORDINATES (ANGSTROEM)
C (-0.8203, 1.6075, 0.5475)  -0.58
C (-0.4115, 0.6828, -0.6751)  -0.48
C (-0.0796, -0.7737, -0.3045)  -0.11
C (1.4131, -1.1861, -0.0779)  0.17
H (-1.8324, 1.0695, 0.9062)  0.21
H (-0.0377, 1.5717, 1.2495)  0.21
H (-1.0795, 2.6447, 0.2532)  0.22
H (-1.3118, 0.5055, -1.2138)  0.23
H (0.3458, 1.2155, -1.1863)  0.25
H (0.7956, -2.8981, 0.4343)  0.50
O (1.6212, -2.4682, 0.2481)  -0.64
S (-1.1761, -1.9785, -0.0764)  0.06
S (2.5732, 0.0074, -0.1048)  -0.02

E_LUMO	-1.766	eV
SMILES	CCC(=S)C(O)=S
electronic energy	-1027.57889	Ha
relative energy (zero: lowest compared OMol25 entry of this formula, charge and spin)	138.25	kJ/mol
multiplicity	1
charge	0

=====

No. 5
C68H52AuCl2NO2P3Si as an isolated structure at a distorted geometry. Source: the Open Molecules 2025 dataset; level of theory: ωB97M-V/def2-TZVPD.

Each line ends with the Löwdin charge.
CARTESIAN COORDINATES (ANGSTROEM)
Au (-0.5324, 0.0053, 0.5357)  0.70
C (4.2478, -0.5627, 5.4638)  -0.07
C (4.8065, -0.8203, 4.2170)  -0.06
C (4.0036, -0.8902, 3.0848)  -0.07
C (2.6269, -0.7194, 3.2076)  -0.32
C (2.0696, -0.4495, 4.4594)  -0.10
C (2.8786, -0.3715, 5.5849)  -0.06
P (1.5086, -0.9403, 1.7826)  1.09
C (2.6278, -0.6640, 0.3640)  -0.39
C (2.9421, -1.6104, -0.6027)  -0.07
C (3.8375, -1.2912, -1.6183)  -0.05
C (4.4006, -0.0260, -1.6866)  -0.07
C (4.0535, 0.9403, -0.7480)  -0.06
C (3.1694, 0.6229, 0.2713)  -0.11
C (1.0488, -2.7176, 1.8040)  -0.35
C (1.9711, -3.7597, 1.7718)  -0.07
C (1.5269, -5.0734, 1.7108)  -0.05
C (0.1652, -5.3616, 1.7025)  -0.06
C (-0.7629, -4.3306, 1.7839)  -0.07
C (-0.3257, -3.0028, 1.8570)  -0.29
Si (-1.4499, -1.5454, 2.0668)  0.57
C (-3.2552, -1.8040, 1.7173)  -0.28
C (-4.0694, -2.5260, 2.6046)  -0.08
C (-5.4228, -2.6777, 2.3487)  -0.06
C (-5.9832, -2.1135, 1.2052)  -0.05
C (-5.1897, -1.3959, 0.3231)  -0.07
C (-3.8272, -1.2389, 0.5825)  -0.36
P (-2.7078, -0.3965, -0.5750)  1.04
C (-3.4147, 1.1946, -1.0089)  -0.35
C (-2.7825, 1.9137, -2.0270)  -0.09
C (-3.1598, 3.2191, -2.2981)  -0.05
C (-4.1485, 3.8277, -1.5320)  -0.06
C (-4.7623, 3.1282, -0.5038)  -0.06
C (-4.3959, 1.8125, -0.2400)  -0.09
C (-2.7508, -1.4761, -2.0323)  -0.34
C (-3.6014, -1.2378, -3.1094)  -0.08
C (-3.6502, -2.1390, -4.1695)  -0.07
C (-2.8472, -3.2685, -4.1549)  -0.07
C (-1.9934, -3.5035, -3.0820)  -0.06
C (-1.9418, -2.6085, -2.0263)  -0.09
C (-1.2900, -0.7846, 3.7726)  -0.31
C (-1.1929, -1.5976, 4.9110)  -0.09
C (-1.1426, -1.0371, 6.1800)  -0.06
C (-1.1940, 0.3448, 6.3323)  -0.05
C (-1.2876, 1.1644, 5.2139)  -0.08
C (-1.3228, 0.6106, 3.9334)  -0.39
P (-1.4197, 1.6522, 2.4271)  1.06
C (0.0526, 2.7460, 2.4795)  -0.36
C (1.0767, 2.5980, 3.4163)  -0.09
C (2.2265, 3.3800, 3.3382)  -0.07
C (2.3665, 4.3119, 2.3208)  -0.08
C (1.3623, 4.4511, 1.3699)  -0.07
C (0.2192, 3.6683, 1.4417)  -0.12
C (-2.8492, 2.7261, 2.8138)  -0.35
C (-2.8129, 4.1149, 2.8291)  -0.07
C (-3.9704, 4.8414, 3.1077)  -0.07
C (-5.1613, 4.1864, 3.3794)  -0.08
C (-5.2016, 2.7954, 3.3765)  -0.08
C (-4.0541, 2.0723, 3.0899)  -0.12
H (4.8825, -0.5084, 6.3405)  0.11
H (5.8763, -0.9589, 4.1202)  0.11
H (4.4536, -1.0644, 2.1158)  0.11
H (0.9997, -0.3085, 4.5568)  0.06
H (2.4403, -0.1584, 6.5530)  0.11
H (2.4866, -2.5922, -0.5819)  0.11
H (4.0870, -2.0365, -2.3615)  0.10
H (5.1075, 0.2095, -2.4760)  0.09
H (4.4672, 1.9404, -0.8131)  0.11
H (2.9000, 1.3795, 1.0034)  0.11
H (3.0348, -3.5511, 1.7641)  0.11
H (2.2488, -5.8795, 1.6597)  0.11
H (-0.1703, -6.3908, 1.6437)  0.11
H (-1.8260, -4.5589, 1.8008)  0.11
H (-3.6458, -2.9591, 3.5093)  0.11
H (-6.0452, -3.2337, 3.0407)  0.11
H (-7.0402, -2.2373, 1.0020)  0.11
H (-5.6271, -0.9716, -0.5750)  0.12
H (-1.9854, 1.4505, -2.5967)  0.08
H (-2.6762, 3.7645, -3.0997)  0.11
H (-4.4337, 4.8533, -1.7336)  0.11
H (-5.5226, 3.6040, 0.1043)  0.11
H (-4.8783, 1.2766, 0.5658)  0.09
H (-4.2311, -0.3548, -3.1244)  0.11
H (-4.3162, -1.9538, -5.0050)  0.11
H (-2.8754, -3.9632, -4.9866)  0.11
H (-1.3524, -4.3769, -3.0788)  0.11
H (-1.2454, -2.7751, -1.2084)  0.10
H (-1.1470, -2.6809, 4.8059)  0.11
H (-1.0642, -1.6775, 7.0521)  0.11
H (-1.1631, 0.7822, 7.3231)  0.11
H (-1.3312, 2.2419, 5.3347)  0.12
H (0.9826, 1.8761, 4.2148)  0.07
H (3.0107, 3.2574, 4.0779)  0.11
H (3.2592, 4.9243, 2.2629)  0.11
H (1.4798, 5.1574, 0.5562)  0.11
H (-0.5328, 3.7470, 0.6632)  0.11
H (-1.8870, 4.6399, 2.6348)  0.10
H (-3.9322, 5.9248, 3.1218)  0.11
H (-6.0561, 4.7559, 3.6030)  0.11
H (-6.1279, 2.2765, 3.5986)  0.11
H (-4.0899, 0.9845, 3.0887)  0.10
Cl (5.8383, 2.1543, -4.7144)  0.71
C (5.8301, 0.4794, -5.2005)  -0.58
C (7.0350, -0.0925, -5.5563)  -0.11
C (7.0750, -1.4229, -5.9420)  -0.08
C (5.9084, -2.1603, -5.9223)  -0.12
C (4.7078, -1.5860, -5.5304)  -0.58
Cl (3.3445, -2.6592, -5.4327)  0.75
C (4.6080, -0.2262, -5.1933)  -0.30
N (3.4485, 0.4325, -4.8000)  0.07
C (2.1200, 0.2380, -5.2660)  -0.21
C (1.9068, -0.2961, -6.5338)  -0.08
C (0.6270, -0.5095, -7.0105)  -0.08
C (-0.4633, -0.1627, -6.2273)  -0.08
C (-0.2443, 0.4119, -4.9885)  -0.04
C (1.0338, 0.6321, -4.4811)  -0.14
C (1.1683, 1.3534, -3.1561)  -0.04
C (0.5455, 0.6973, -1.9353)  -0.66
O (0.4303, 1.4654, -0.8907)  -0.17
O (0.1829, -0.4881, -1.9315)  -0.04
H (7.9336, 0.5125, -5.5392)  0.11
H (8.0090, -1.8799, -6.2461)  0.11
H (5.9138, -3.2096, -6.1889)  0.10
H (3.6200, 1.3039, -4.3355)  0.07
H (2.7649, -0.5407, -7.1511)  0.11
H (0.4838, -0.9346, -7.9968)  0.11
H (-1.4736, -0.3236, -6.5845)  0.10
H (-1.1005, 0.6983, -4.3872)  0.10
H (0.7130, 2.3432, -3.2354)  0.13
H (2.2049, 1.5282, -2.8676)  0.10

E_LUMO	-3.009	eV
electronic energy	-5197.29047	Ha
multiplicity	1
charge	+1